(1)
C40H84N5O2SSi | ωB97M-V/def2-TZVPD

Kohn-Sham gap = 5.554 eV
energy = -73092.3122 eV

Geometry as ORCA input:
```
! RIJCOSX wB97M-V def2-TZVPD def2/J DEFGRID3
* xyz 1 1
C 12.248 -3.259 0.464
C 11.162 -2.405 1.205
C 10.319 -1.502 0.204
C 9.829 -0.155 0.860
C 8.280 -0.120 1.116
C 7.484 -0.182 -0.265
C 6.308 0.886 -0.317
C 4.901 0.217 -0.027
C 3.802 1.318 -0.364
C 2.394 0.678 -0.605
C 1.296 1.753 -1.070
C 0.043 1.690 -0.177
C 0.023 2.220 1.230
S 1.610 2.903 1.839
N -1.031 2.202 2.026
N -2.149 1.697 1.544
Si -3.544 1.795 2.757
C -4.993 2.863 2.070
C -4.097 0.101 3.399
C -2.957 2.761 4.311
C -2.383 1.143 0.321
C -3.690 0.514 -0.201
C -3.899 -1.008 0.275
C -5.434 -1.298 0.514
C -5.708 -2.420 1.568
N -5.206 -3.775 1.166
C -6.367 -4.579 0.820
C -6.994 -4.428 -0.619
O -6.867 -5.386 1.560
C -1.240 1.114 -0.619
C -1.311 0.504 -2.030
O -1.245 -0.926 -2.028
C -1.813 -1.438 -3.251
C -2.108 -2.968 -3.000
C -2.925 -3.624 -4.205
H 13.079 -2.622 0.072
H 12.707 -4.028 1.138
H 11.785 -3.823 -0.386
H 10.482 -3.099 1.764
H 11.685 -1.740 1.936
H 11.021 -1.281 -0.645
H 9.477 -2.130 -0.181
H 10.349 -0.044 1.851
H 10.096 0.722 0.218
H 7.983 -1.034 1.695
H 8.043 0.800 1.705
H 7.055 -1.207 -0.345
H 8.175 0.055 -1.109
H 6.255 1.352 -1.330
H 6.430 1.700 0.437
H 4.760 -0.677 -0.692
H 4.855 -0.045 1.058
H 4.143 1.841 -1.290
H 3.836 2.055 0.471
H 2.495 -0.042 -1.453
H 1.992 0.118 0.276
H 1.766 2.758 -0.877
H 1.090 1.720 -2.160
H 2.280 1.739 2.155
H -4.832 3.012 0.966
H -5.978 2.356 2.224
H -4.975 3.892 2.511
H -4.216 0.187 4.514
H -3.341 -0.697 3.219
H -5.110 -0.122 2.998
H -2.253 3.570 4.001
H -2.532 2.054 5.057
H -3.890 3.227 4.726
H -4.609 1.118 0.020
H -3.685 0.441 -1.318
H -3.561 -1.655 -0.576
H -3.256 -1.281 1.140
H -5.978 -1.552 -0.431
H -5.936 -0.367 0.903
H -6.828 -2.498 1.665
H -5.334 -2.198 2.593
H -4.879 -4.220 2.032
H -7.553 -5.347 -0.900
H -6.133 -4.239 -1.308
H -7.728 -3.582 -0.618
H -0.498 0.858 -2.720
H -2.267 0.848 -2.520
H -2.814 -0.973 -3.476
H -1.152 -1.274 -4.139
H -1.113 -3.452 -2.828
H -2.728 -3.002 -2.068
H -2.211 -4.038 -4.960
H -3.548 -4.434 -3.755
H -3.570 -2.834 -4.668
C 1.926 -3.520 -4.806
C 1.287 -4.823 -5.264
N 2.052 -5.525 -6.280
C 1.306 -6.599 -6.923
C 0.881 -7.790 -6.061
C 3.432 -5.838 -5.937
C 3.685 -6.678 -4.683
H 2.133 -2.860 -5.652
H 1.247 -2.993 -4.130
H 2.859 -3.690 -4.263
H 0.308 -4.564 -5.680
H 1.097 -5.456 -4.385
H 1.879 -6.970 -7.778
H 0.402 -6.163 -7.364
H 1.723 -8.441 -5.828
H 0.155 -8.397 -6.608
H 0.408 -7.480 -5.128
H 3.978 -4.896 -5.826
H 3.912 -6.325 -6.791
H 3.096 -6.342 -3.827
H 4.738 -6.607 -4.401
H 3.476 -7.734 -4.852
C -3.594 10.025 5.933
C -4.064 9.298 4.682
N -3.716 7.884 4.665
C -3.898 7.262 3.363
C -5.319 7.173 2.805
C -4.174 7.100 5.803
C -5.676 7.073 6.098
H -2.521 9.891 6.088
H -3.786 11.095 5.833
H -4.120 9.684 6.827
H -3.583 9.784 3.827
H -5.145 9.455 4.563
H -3.466 6.254 3.382
H -3.285 7.812 2.640
H -5.906 6.408 3.313
H -5.281 6.892 1.748
H -5.852 8.123 2.867
H -3.662 7.468 6.698
H -3.816 6.070 5.697
H -6.129 8.065 6.050
H -5.844 6.687 7.106
H -6.213 6.414 5.415
*
```


(2)
C40H85BClN4O21P2S2 | ωB97M-V/def2-TZVPD

Kohn-Sham gap = 8.135 eV
energy = -145261.9051 eV

Geometry as ORCA input:
```
! RIJCOSX wB97M-V def2-TZVPD def2/J DEFGRID3
* xyz 1 1
C 5.280 1.129 5.088
C 3.828 1.329 5.511
C 2.875 0.275 4.937
C 2.433 0.658 3.528
C 1.803 -0.441 2.658
P 3.075 -1.259 1.457
N 4.342 -1.419 2.624
O 3.640 0.055 0.634
N 1.461 -1.642 3.447
C 0.498 -2.664 2.975
S 1.424 -4.246 2.755
C -0.577 -2.829 4.099
C -1.071 -4.175 4.670
C -2.080 -5.065 3.931
C -1.543 -6.254 3.145
O -0.828 -7.098 4.023
C 0.366 -7.674 3.536
C -0.044 -2.422 1.503
C -1.466 -2.967 1.317
C -2.149 -2.668 -0.021
C -3.655 -2.949 0.040
Cl -4.608 -1.493 -0.344
N 0.025 -0.993 0.946
C 0.610 -0.896 -0.464
C 0.582 -2.138 -1.333
N 1.579 -2.906 -1.370
C 0.564 0.108 1.914
B 0.791 1.484 1.048
O -0.232 1.822 0.167
O 1.893 2.240 1.149
C 1.768 3.657 0.911
C 1.067 4.399 2.045
P -0.845 0.613 3.115
O -1.144 2.116 2.611
O -2.131 -0.175 2.520
S -0.627 0.495 4.995
H 5.923 1.894 5.527
H 5.656 0.153 5.405
H 5.389 1.192 4.002
H 3.753 1.330 6.601
H 3.498 2.314 5.159
H 2.001 0.203 5.587
H 3.379 -0.693 4.947
H 1.719 1.484 3.626
H 3.286 1.073 2.987
H 4.315 -2.367 3.000
H 5.248 -1.365 2.165
H 4.592 0.045 0.481
H 2.322 -2.125 3.659
H 1.759 -4.347 4.047
H -1.457 -2.223 3.883
H -0.109 -2.310 4.933
H -0.249 -4.785 5.050
H -1.594 -3.846 5.575
H -2.750 -4.469 3.307
H -2.727 -5.511 4.692
H -0.910 -5.964 2.300
H -2.399 -6.808 2.736
H 0.390 -7.682 2.443
H 1.243 -7.134 3.909
H 0.421 -8.702 3.895
H 0.618 -2.988 0.850
H -1.378 -4.049 1.419
H -2.104 -2.612 2.118
H -1.712 -3.280 -0.811
H -2.029 -1.625 -0.331
H -3.936 -3.715 -0.680
H -3.973 -3.274 1.029
H -0.951 -0.739 0.816
H 1.639 -0.553 -0.408
H 0.021 -0.135 -0.958
H -0.296 -2.264 -1.970
H 1.451 -3.651 -2.055
H 0.149 2.167 -0.652
H 1.282 3.850 -0.049
H 2.787 4.029 0.816
H 0.887 3.742 2.898
H 1.672 5.240 2.381
H 0.101 4.792 1.725
H -1.862 2.431 3.191
H -2.553 0.249 1.756
C -2.218 6.720 -4.066
C -3.038 7.005 -2.829
O -3.673 5.807 -2.329
C -2.895 4.989 -1.642
O -1.733 5.174 -1.366
O -3.616 3.912 -1.302
C -2.865 2.926 -0.598
H -2.831 6.225 -4.819
H -1.835 7.650 -4.484
H -1.372 6.073 -3.832
H -3.868 7.671 -3.047
H -2.435 7.449 -2.038
H -2.378 3.350 0.277
H -2.111 2.519 -1.268
H -3.564 2.145 -0.308
C 2.008 5.253 -2.976
C 2.075 6.365 -4.001
O 2.192 7.652 -3.376
C 3.413 7.960 -2.935
O 4.392 7.264 -3.023
O 3.360 9.163 -2.375
C 4.603 9.625 -1.830
H 1.205 5.457 -2.264
H 1.813 4.298 -3.466
H 2.944 5.176 -2.424
H 1.154 6.420 -4.577
H 2.903 6.214 -4.693
H 5.392 9.571 -2.576
H 4.881 9.029 -0.963
H 4.425 10.655 -1.537
C -5.541 -2.826 -3.959
C -4.070 -2.489 -3.884
O -3.234 -3.662 -3.937
C -3.050 -4.173 -5.161
O -3.484 -3.717 -6.183
O -2.306 -5.269 -5.042
C -2.057 -5.955 -6.280
H -5.805 -3.554 -3.190
H -6.135 -1.926 -3.802
H -5.794 -3.242 -4.932
H -3.830 -2.042 -2.922
H -3.778 -1.797 -4.673
H -1.643 -5.275 -7.021
H -2.975 -6.397 -6.660
H -1.336 -6.735 -6.056
C 3.620 -9.867 -8.792
C 3.188 -8.464 -9.147
O 2.143 -7.988 -8.272
C 2.547 -7.559 -7.084
O 3.680 -7.496 -6.685
O 1.466 -7.187 -6.386
C 1.750 -6.746 -5.058
H 2.762 -10.539 -8.784
H 4.336 -10.229 -9.530
H 4.094 -9.892 -7.812
H 2.739 -8.427 -10.137
H 4.022 -7.765 -9.116
H 2.520 -5.976 -5.058
H 2.074 -7.582 -4.440
H 0.816 -6.341 -4.678
C -2.786 6.426 2.344
C -2.445 5.381 3.377
O -1.910 5.959 4.575
C -2.822 6.483 5.403
O -4.013 6.463 5.235
O -2.184 7.024 6.432
C -3.034 7.664 7.395
H -1.918 7.051 2.135
H -3.098 5.943 1.423
H -3.599 7.059 2.694
H -1.649 4.723 3.027
H -3.321 4.777 3.626
H -3.814 6.983 7.727
H -3.486 8.555 6.965
H -2.384 7.932 8.221
*
```


(3)
C40H86N7O7P | ωB97M-V/def2-TZVPD

Kohn-Sham gap = 7.952 eV
SMILES string = [H]/N=C(/C)C[C@@](CCN(CC)C(C)=O)(O[C@@H](CC=O)CCCCN/C(N)=N\[H])[C@@H]([PH2]=N)N(COO)CC(=O)O.CCCCCC.CCCCCC.CCCCCC
energy = -76916.4494 eV

Geometry as ORCA input:
```
! RIJCOSX wB97M-V def2-TZVPD def2/J DEFGRID3
* xyz 0 1
C -0.685 5.203 -2.705
C 0.851 5.229 -3.155
N 1.412 3.983 -3.725
C 1.825 2.959 -2.747
C 0.691 1.960 -2.227
C 1.182 0.897 -1.099
C 2.763 0.615 -1.098
C 3.700 1.572 -0.252
C 3.927 1.478 1.353
N 4.461 2.509 -0.807
O 0.556 -0.425 -1.281
C 0.937 -1.084 -2.492
C 1.863 -2.400 -2.298
C 1.097 -3.782 -2.492
O 1.257 -4.588 -3.436
C -0.465 -1.458 -3.246
C -1.622 -1.912 -2.237
C -2.965 -2.106 -3.148
C -4.103 -1.044 -2.683
N -4.477 -1.425 -1.279
C -5.693 -0.742 -0.805
N -6.186 -1.130 0.367
N -6.288 0.341 -1.601
C 0.609 1.364 0.363
P 0.852 3.233 0.715
N -0.027 3.704 1.996
N -0.736 0.922 0.688
C -1.826 1.283 -0.191
O -2.233 2.703 -0.135
O -2.889 2.920 -1.310
C -0.882 -0.292 1.493
C -1.121 -0.076 3.060
O -1.973 -0.811 3.625
O -0.424 0.849 3.883
C 0.730 3.474 -4.911
C 1.616 3.374 -6.265
O -0.448 3.059 -5.002
H -1.232 4.221 -2.863
H -1.288 6.045 -3.209
H -0.739 5.440 -1.577
H 1.552 5.571 -2.307
H 0.945 6.050 -3.964
H 2.249 3.502 -1.821
H 2.709 2.377 -3.214
H 0.266 1.436 -3.165
H -0.178 2.619 -1.862
H 2.900 -0.446 -0.660
H 3.204 0.561 -2.164
H 3.319 0.641 1.833
H 3.828 2.485 1.869
H 5.035 1.173 1.467
H 4.338 2.512 -1.830
H 1.487 -0.438 -3.266
H 2.398 -2.448 -1.294
H 2.689 -2.370 -3.101
H 0.357 -4.105 -1.666
H -0.817 -0.447 -3.688
H -0.312 -2.145 -4.142
H -1.884 -1.151 -1.435
H -1.426 -2.908 -1.718
H -2.709 -1.816 -4.228
H -3.350 -3.178 -3.123
H -5.009 -1.064 -3.400
H -3.709 0.038 -2.737
H -4.612 -2.452 -1.317
H -5.543 -1.880 0.700
H -7.177 0.579 -1.140
H -5.685 1.180 -1.533
H 1.317 0.836 1.111
H 0.415 4.072 -0.370
H 2.208 3.569 1.037
H -0.554 2.909 2.383
H -2.771 0.696 0.133
H -1.690 1.020 -1.309
H -3.772 2.466 -1.276
H 0.082 -0.913 1.388
H -1.731 -0.972 1.114
H 0.544 0.687 3.828
H 1.034 3.861 -7.116
H 1.748 2.266 -6.564
H 2.647 3.833 -6.127
C 5.240 1.246 -6.058
C 5.999 0.193 -6.853
C 6.760 0.770 -8.048
C 5.889 1.430 -9.121
C 4.815 0.531 -9.735
C 5.385 -0.675 -10.469
H 4.466 1.726 -6.661
H 4.748 0.784 -5.196
H 5.918 2.018 -5.685
H 5.310 -0.591 -7.179
H 6.721 -0.292 -6.187
H 7.357 -0.027 -8.503
H 7.480 1.513 -7.684
H 6.545 1.796 -9.920
H 5.405 2.319 -8.702
H 4.231 1.126 -10.446
H 4.111 0.195 -8.967
H 6.060 -0.361 -11.269
H 4.578 -1.259 -10.918
H 5.934 -1.336 -9.794
C -7.036 -1.087 8.180
C -6.423 -0.435 6.947
C -5.356 -1.299 6.274
C -4.124 -1.605 7.131
C -3.369 -0.381 7.651
C -2.792 0.487 6.541
H -6.291 -1.251 8.962
H -7.817 -0.445 8.596
H -7.490 -2.049 7.927
H -6.013 0.543 7.214
H -7.222 -0.246 6.222
H -5.041 -0.809 5.346
H -5.809 -2.250 5.970
H -3.437 -2.221 6.538
H -4.419 -2.225 7.985
H -2.546 -0.727 8.286
H -4.017 0.225 8.293
H -2.110 -0.089 5.912
H -2.233 1.323 6.969
H -3.577 0.906 5.906
C 0.671 -5.668 8.356
C 0.271 -4.213 8.563
C -0.708 -3.698 7.506
C -0.177 -3.692 6.070
C 1.102 -2.883 5.849
C 0.933 -1.399 6.147
H 1.200 -5.810 7.410
H 1.338 -5.993 9.159
H -0.207 -6.319 8.363
H 1.167 -3.586 8.595
H -0.204 -4.121 9.546
H -1.023 -2.687 7.782
H -1.616 -4.313 7.535
H -0.963 -3.299 5.414
H -0.001 -4.722 5.742
H 1.407 -2.995 4.803
H 1.921 -3.288 6.451
H 0.146 -0.965 5.525
H 1.865 -0.865 5.936
H 0.682 -1.223 7.195
*
```